1.
{"formula": "C17H29N5OPtS", "method": "ωB97M-V/def2-TZVPD", "gap_ha": 0.313, "energy_ha": -1530.14635, "e_homo_ev": -22.86, "charge": 4, "species": ["Pt", "C", "C", "N", "C", "C", "N", "C", "C", "N", "C", "C", "N", "C", "C", "C", "C", "C", "C", "C", "N", "H", "H", "H", "H", "H", "H", "H", "H", "H", "H", "H", "H", "H", "H", "H", "H", "H", "H", "H", "H", "H", "H", "H", "C", "S", "C", "O", "H", "H", "H", "H", "H", "H"], "coordinates": [[0.39, -0.52, 0.35], [3.81, -0.55, -2.35], [2.55, -0.71, -1.58], [2.34, -0.34, -0.35], [3.13, 0.67, 0.34], [2.29, 1.93, 0.13], [0.82, 1.65, 0.44], [0.46, 2.24, 1.79], [0.64, 1.18, 2.85], [-0.08, -0.03, 2.35], [-1.58, 0.23, 2.37], [-2.32, -0.80, 1.56], [-1.60, -0.86, 0.28], [-2.04, -1.31, -0.86], [-3.43, -1.73, -1.12], [-1.00, -1.44, -1.93], [-1.17, -1.95, -3.20], [-0.05, -2.09, -4.03], [1.22, -1.74, -3.57], [1.34, -1.22, -2.28], [0.24, -1.06, -1.55], [4.64, -0.14, -1.78], [3.63, 0.09, -3.22], [4.11, -1.53, -2.73], [4.13, 0.79, -0.08], [3.23, 0.41, 1.39], [2.35, 2.30, -0.89], [2.63, 2.72, 0.79], [0.25, 2.10, -0.27], [-0.54, 2.67, 1.74], [1.13, 3.07, 1.99], [0.22, 1.48, 3.81], [1.69, 0.93, 3.00], [0.11, -0.83, 2.96], [-1.74, 1.20, 1.90], [-1.90, 0.30, 3.41], [-3.36, -0.50, 1.42], [-2.30, -1.79, 2.03], [-4.07, -1.70, -0.24], [-3.44, -2.75, -1.52], [-3.87, -1.08, -1.90], [-2.15, -2.25, -3.55], [-0.16, -2.48, -5.03], [2.09, -1.86, -4.20], [2.51, -4.09, 1.23], [1.09, -3.22, 1.85], [-0.01, -4.58, 2.20], [0.44, -2.56, 0.56], [2.91, -4.67, 2.06], [3.26, -3.36, 0.92], [2.21, -4.74, 0.41], [0.46, -5.16, 2.99], [-0.14, -5.18, 1.30], [-0.96, -4.18, 2.56]]}


2.
{"formula": "C5H11N", "method": "ωB97M-V/def2-TZVPD", "gap_ha": 0.359, "smiles": "C/C=C/CNC", "energy_ha": -251.80168, "e_homo_ev": -8.64, "species": ["C", "C", "C", "C", "N", "C", "H", "H", "H", "H", "H", "H", "H", "H", "H", "H", "H"], "coordinates": [[-0.33, -0.21, 2.93], [-0.22, -0.15, 1.47], [-0.26, 0.92, 0.65], [0.09, 0.83, -0.80], [0.01, -0.56, -1.33], [0.69, -0.78, -2.61], [-0.08, -1.18, 3.38], [0.24, 0.51, 3.52], [-1.38, -0.06, 3.21], [-0.36, -1.06, 0.89], [-0.45, 1.87, 1.15], [-0.72, 1.34, -1.37], [0.98, 1.35, -1.15], [-0.96, -0.72, -1.52], [0.32, -1.76, -2.92], [0.34, -0.04, -3.35], [1.77, -0.79, -2.58]]}